The following is a quantum chemistry calculation of a 8-piece molecular cluster, C32H64O24 overall, from OMol25.

Energy relative to the best compared isomer or geometry (same formula, charge and spin): 5.121 eV
SMILES string: CCOC(=O)OC.CCOC(=O)OC.CCOC(=O)OC.CCOC(=O)OC.CCOC(=O)OC.CCOC(=O)OC.CCOC(=O)OC.CCOC(=O)OC

```
! RIJCOSX wB97M-V def2-TZVPD def2/J DEFGRID3
* xyz 0 1
C -5.21601 -1.39576 -5.37095
C -5.49739 -0.32451 -4.31651
O -5.34013 -0.84470 -3.01123
C -4.45559 -0.28011 -2.12463
O -3.82803 0.74767 -2.32380
O -4.44744 -1.06593 -1.06600
C -3.32956 -0.82781 -0.11960
H -4.18038 -1.38418 -5.71071
H -5.80795 -1.16648 -6.25703
H -5.51134 -2.39375 -5.04707
H -6.51871 0.04354 -4.41428
H -4.87727 0.52621 -4.59905
H -3.45715 0.06913 0.48647
H -2.35324 -0.87993 -0.60144
H -3.25932 -1.59247 0.65399
C 0.28836 -0.79564 3.50794
C -0.99847 -0.87378 2.65069
O -0.63126 -0.49958 1.37683
C -0.69988 0.72246 0.84948
O -0.95536 1.75926 1.42748
O -0.23123 0.62388 -0.40179
C -0.54286 1.71060 -1.19075
H 0.29776 -0.92208 4.59054
H 0.78194 0.16693 3.37403
H 1.08473 -1.33558 2.99572
H -1.50014 -0.04938 3.15743
H -1.48183 -1.84563 2.55077
H -0.49522 2.70471 -0.74625
H -1.47402 1.69175 -1.75705
H 0.29859 1.76542 -1.88145
C 4.62203 -2.56666 -4.99224
C 5.02355 -1.42554 -4.06637
O 3.95164 -1.41872 -3.02463
C 3.63373 -0.34458 -2.26385
O 2.88376 -0.41574 -1.32648
O 4.12222 0.74072 -2.80209
C 3.53873 2.00834 -2.38044
H 4.45934 -3.48708 -4.43147
H 5.51598 -2.77258 -5.58092
H 3.76642 -2.25170 -5.58959
H 5.20303 -0.47699 -4.57247
H 6.02423 -1.66986 -3.70993
H 4.36101 2.54066 -1.90233
H 2.70128 1.87998 -1.69466
H 3.27996 2.59827 -3.25971
C -1.30789 -1.13797 -3.66492
C -1.44229 0.15575 -4.52683
O -0.21209 0.90983 -4.39573
C 0.82761 0.56827 -5.22990
O 0.95436 -0.43097 -5.96981
O 1.75532 1.55647 -5.05267
C 2.60996 1.70134 -6.14466
H -0.99255 -0.94713 -2.63912
H -0.55282 -1.76808 -4.13495
H -2.19817 -1.75859 -3.76656
H -2.21285 0.88065 -4.26444
H -1.58147 -0.09072 -5.57944
H 2.03698 1.76654 -7.06961
H 3.24309 0.82138 -6.25844
H 3.06374 2.69072 -6.08712
C -6.40336 8.19710 -1.10697
C -6.29330 7.15607 -0.05008
O -5.47905 6.04472 -0.53766
C -5.03270 5.14996 0.38166
O -5.35542 5.06955 1.55115
O -4.05518 4.41422 -0.11706
C -3.37064 3.45881 0.71236
H -5.41836 8.63731 -1.26221
H -7.12018 8.96429 -0.81424
H -6.91253 7.60771 -1.86951
H -7.25502 6.76527 0.28227
H -5.71088 7.57422 0.77091
H -2.85792 3.94400 1.54291
H -2.68533 2.84691 0.12583
H -4.10738 2.80405 1.17776
C 2.41243 -2.59331 6.46198
C 3.77992 -2.95349 7.26119
O 3.61252 -4.18096 8.00473
C 4.52498 -4.62112 8.91312
O 5.68228 -4.21529 9.06586
O 3.90187 -5.59675 9.57397
C 4.58049 -6.33807 10.56824
H 1.57983 -2.12235 6.98452
H 2.13693 -3.51100 5.94231
H 2.66499 -1.91711 5.64523
H 4.15481 -2.04005 7.72293
H 4.57911 -3.21860 6.56901
H 5.55040 -5.85886 10.70136
H 4.69202 -7.41316 10.42731
H 3.90282 -6.10216 11.38875
C -2.63844 -4.97370 3.15562
C -2.92828 -6.02445 1.99308
O -1.86540 -6.81198 1.57214
C -1.70194 -8.10886 1.89124
O -2.43046 -8.71859 2.63117
O -0.65394 -8.45743 1.18328
C -0.09681 -9.68148 1.36569
H -2.07605 -4.10107 2.82345
H -2.22863 -5.44566 4.04860
H -3.58248 -4.56790 3.51923
H -3.12097 -5.48805 1.06397
H -3.80606 -6.63050 2.21737
H 0.50097 -9.92342 0.48693
H -0.73775 -10.56203 1.40939
H 0.53165 -9.67090 2.25621
C 5.50901 7.65334 -1.29457
C 5.24236 6.66306 -0.09653
O 3.90647 6.57746 0.21357
C 3.15722 5.63196 -0.40548
O 3.54502 4.90754 -1.35366
O 1.96000 5.71236 0.13322
C 0.92898 4.66554 -0.20027
H 5.67394 7.21934 -2.28075
H 6.43881 8.20329 -1.14925
H 4.66285 8.32728 -1.42842
H 5.69678 7.00040 0.83504
H 5.72456 5.69948 -0.26116
H 0.12215 5.07237 -0.80988
H 0.56123 4.26777 0.74558
H 1.26759 3.70267 -0.58278
*
```

The following is a quantum chemistry calculation of one molecule with the formula C4H7NO, from OMol25.

Energy relative to the best compared isomer or geometry (same formula, charge and spin): 0.820 eV
SMILES string: C[C@H]1CNC1=O

```
! RIJCOSX wB97M-V def2-TZVPD def2/J DEFGRID3
* xyz 0 1
C 0.14488 1.51234 -0.39009
C -0.17656 0.04780 -0.64316
C 0.83359 -0.94355 -0.00690
N -0.15944 -1.17094 1.04163
C -1.16634 -0.47840 0.41679
O -2.33619 -0.33003 0.65820
H -0.69562 2.15001 -0.67869
H 0.32262 1.66015 0.68211
H 1.04013 1.83500 -0.93088
H -0.44817 -0.15675 -1.68326
H 1.77655 -0.50271 0.33661
H 1.03543 -1.83488 -0.61415
H -0.17259 -1.78609 1.84126
*
```

The following is a quantum chemistry calculation of C35H42BrMnN7OSi as an isolated structure, from OMol25.

Energy relative to the best compared isomer or geometry (same formula, charge and spin): 0.921 eV

```
! RIJCOSX wB97M-V def2-TZVPD def2/J DEFGRID3
* xyz 0 6
Mn 0.78965 -0.93064 0.27533
C -3.97947 1.49761 -3.97838
C -3.25415 1.17746 -2.69671
C -2.60445 2.16348 -1.95112
C -1.90776 1.86156 -0.80237
C -1.81658 0.54568 -0.29145
N -1.11040 0.22776 0.85003
C -1.26905 1.09844 1.91207
C -2.52335 1.73628 2.10970
C -2.76852 2.67802 3.07774
C -1.77229 3.02761 3.98481
C -1.99122 4.07931 5.03968
C -0.58713 2.32837 3.90358
C -0.30939 1.37745 2.91516
N 0.94540 0.71228 3.03480
C 1.98641 1.12827 3.79157
C 2.91017 0.11421 3.83175
C 2.34361 -0.89640 3.05548
N 1.16772 -0.52214 2.55848
C -2.43360 -0.43475 -1.08738
C -3.13006 -0.12671 -2.25323
N -2.23723 -1.80977 -0.78502
C -3.13282 -2.81364 -0.82872
C -2.42020 -3.99384 -0.83466
C -1.07773 -3.59133 -0.79596
N -0.98044 -2.26795 -0.75517
H -4.33821 2.52658 -3.97885
H -4.83239 0.83481 -4.12668
H -3.31299 1.37734 -4.83698
H -2.64305 3.19207 -2.29519
H -1.39211 2.64575 -0.26536
H -3.32988 1.45639 1.44826
H -3.74952 3.13640 3.14681
H -2.44054 4.97258 4.60307
H -1.04884 4.36528 5.50683
H -2.66104 3.72337 5.82711
H 0.14348 2.51929 4.67701
H 2.03990 2.10723 4.22821
H 3.85522 0.10451 4.34591
H 2.75218 -1.86628 2.83539
H -3.56354 -0.94280 -2.82297
H -4.19107 -2.61721 -0.85118
H -2.80142 -5.00011 -0.86312
H -0.18892 -4.19802 -0.83808
C 0.00365 -6.19549 2.22649
C 0.98653 -5.23896 1.61140
C 2.14786 -5.69073 0.98852
C 3.03756 -4.77124 0.45662
C 2.71185 -3.43105 0.53492
Br 4.01014 -2.13717 0.03058
N 1.57713 -2.97326 1.05525
C 0.75962 -3.87614 1.61427
H 0.51646 -7.06050 2.64447
H -0.70055 -6.55754 1.47369
H -0.57127 -5.70948 3.01326
H 2.37650 -6.74819 0.94244
H 3.97727 -5.08028 0.02305
H -0.12463 -3.45668 2.08156
C 0.34392 0.41507 -3.14043
N 0.50140 -0.92099 -3.71212
C -0.02922 -1.19785 -5.03580
C 1.09330 -1.86614 -2.96759
C 1.31486 -3.21394 -3.61227
O 1.46300 -1.65963 -1.80929
H 0.15556 1.12974 -3.93878
H 1.24813 0.70063 -2.60780
H -0.48203 0.45158 -2.42890
H -0.58784 -0.33215 -5.37756
H -0.71141 -2.04970 -5.02393
H 0.76565 -1.40012 -5.75857
H 1.94466 -3.10935 -4.49729
H 0.37331 -3.67707 -3.90948
H 1.81728 -3.85684 -2.89419
C 0.88934 4.75609 1.02316
Si 2.16657 3.92316 -0.09739
C 2.00094 4.67559 -1.82466
C 3.89824 4.24109 0.59240
C 1.85116 2.12300 -0.11128
C 1.61670 0.92200 -0.03758
H 0.94569 5.84605 0.95082
H 1.04908 4.47391 2.06527
H -0.12681 4.45393 0.75938
H 2.25671 5.73805 -1.81238
H 0.97447 4.58530 -2.18739
H 2.65592 4.18198 -2.54579
H 4.23086 5.26914 0.42968
H 4.62328 3.57173 0.12572
H 3.91475 4.04860 1.66733
*
```

The following is a quantum chemistry calculation of C21H21CaNS as an isolated structure, from OMol25.

E_tot: -52879.0676 eV

```
! RIJCOSX wB97M-V def2-TZVPD def2/J DEFGRID3
* xyz 0 1
C 2.41886 -1.76715 0.28703
C 1.03634 -2.25692 -2.38794
C 1.42264 -2.52134 0.80403
H 2.80085 -0.88275 0.83186
C -0.09987 -2.63110 -1.77952
H 1.00177 -1.57749 -3.25064
H 0.97694 -2.27340 1.77806
H -1.05902 -2.20832 -2.10302
C 0.96387 -3.84064 0.23431
H 0.60224 -4.46467 1.07137
H 1.79366 -4.41001 -0.20927
C 3.18593 -2.12387 -0.96353
H 4.05344 -2.76037 -0.71407
H 3.63332 -1.20699 -1.38590
C 2.39913 -2.83179 -2.09803
H 2.37082 -3.91876 -1.91908
H 2.99460 -2.71084 -3.02078
C -0.19008 -3.76655 -0.79715
H -0.23322 -4.73428 -1.33235
H -1.14412 -3.70560 -0.24988
Ca 0.48709 -0.13305 -0.08083
H 0.42771 0.03768 2.05506
S -2.12651 3.67371 1.17293
C -0.53727 4.40321 1.06521
C -0.19786 5.71036 1.39081
C 1.13551 6.10359 1.28066
C 2.11291 5.16398 0.90238
C 1.77661 3.84533 0.58585
C 0.42502 3.45712 0.65488
N -0.13655 2.18808 0.38936
C -1.46316 2.15295 0.61815
C -2.37510 1.01323 0.44542
C -3.77159 1.17705 0.69737
C -4.66370 0.12401 0.52097
C -4.18668 -1.11147 0.09399
C -2.80447 -1.28429 -0.15059
C -1.92594 -0.24411 0.03621
H -0.97184 6.39567 1.71217
H 1.41980 7.13578 1.47721
H 3.15442 5.48147 0.85436
H 2.53240 3.10990 0.29562
H -4.16103 2.13867 1.02614
H -5.72771 0.26798 0.70928
H -4.86886 -1.94446 -0.05582
H -2.48132 -2.26956 -0.49230
*
```

The following is a quantum chemistry calculation of a 2-piece molecular cluster, CH4IN2S overall, from OMol25.

Energy relative to the best compared isomer or geometry (same formula, charge and spin): 4.132 eV

```
! RIJCOSX wB97M-V def2-TZVPD def2/J DEFGRID3
* xyz 1 1
C -0.51149 -0.23485 0.12070
N -1.01133 0.94108 0.11176
N 0.55835 -0.59657 0.83839
S 1.11745 -2.23066 0.89018
I 2.13892 0.23112 -2.37792
H -1.02774 -0.96890 -0.42951
H -1.93865 1.00130 -0.44403
H -0.56469 1.75132 0.31947
H 1.23918 0.10617 0.97097
*
```

The following is a quantum chemistry calculation of C35H29I2N4O3RuS as an isolated structure, from OMol25.

Energy relative to the best compared isomer or geometry (same formula, charge and spin): 1.885 eV

```
! RIJCOSX wB97M-V def2-TZVPD def2/J DEFGRID3
* xyz 0 2
Ru -0.41012 0.19002 -0.15041
I 4.49722 4.71337 1.95341
C 3.43072 2.94659 1.65350
C 3.95003 1.96372 0.81756
C 3.22513 0.79836 0.60466
I 4.06309 -0.75779 -0.49834
C 1.96680 0.59416 1.20104
O 1.23566 -0.49492 1.01600
C 1.51743 1.57774 2.08396
C 0.21323 1.26181 2.73417
N -0.86787 1.40962 1.73762
C -2.17190 0.95823 2.22025
C -3.10313 0.85385 1.05843
C -4.40077 1.33184 1.05326
C -5.19392 1.10343 -0.05928
C -4.67368 0.38599 -1.12380
C -3.35921 -0.03916 -1.05236
N -2.58690 0.21733 0.00950
C 2.22542 2.74734 2.30363
H 4.91469 2.09563 0.34687
H 0.04958 1.90237 3.60587
H 0.20102 0.21900 3.04892
H -0.92285 2.38517 1.46435
H -2.59357 1.59752 3.00003
H -2.03106 -0.04749 2.61932
H -4.78237 1.86518 1.91421
H -6.21024 1.47526 -0.09120
H -5.26735 0.16423 -1.99930
H -2.89607 -0.60587 -1.84848
H 1.84210 3.49217 2.99225
O -2.43675 -3.50955 -0.11473
S -1.33411 -2.78115 0.45897
O -1.59756 -1.94787 1.60705
N -0.60941 -1.84814 -0.65012
C 0.14323 -2.41020 -1.67542
C 0.22711 -3.73775 -2.03020
C 1.06576 -4.15467 -3.08575
C 1.81056 -3.26551 -3.80018
C 1.73444 -1.89289 -3.47221
C 2.45908 -0.89795 -4.16310
C 2.36647 0.40018 -3.76986
C 1.54897 0.72003 -2.67134
N 0.82798 -0.16634 -2.02505
C 0.90787 -1.47367 -2.41283
C -0.14992 -3.98400 1.00169
C 0.96232 -3.55772 1.71936
C 1.79753 -4.51047 2.28256
C 1.51507 -5.86419 2.13941
C 0.40425 -6.27590 1.41645
C -0.43774 -5.33291 0.84391
H -0.36592 -4.47095 -1.50934
H 1.10793 -5.20992 -3.32859
H 2.45972 -3.58723 -4.60470
H 3.09466 -1.18693 -4.99279
H 2.91120 1.18734 -4.27267
H 1.52329 1.73811 -2.31057
H 1.16509 -2.49809 1.81946
H 2.66935 -4.19434 2.84191
H 2.16104 -6.60198 2.60011
H 0.18851 -7.33091 1.30325
H -1.32277 -5.62789 0.29507
C -0.87262 2.01774 -1.23426
C -0.70528 3.31041 -0.51730
C -1.78427 3.94683 0.09944
C -1.62402 5.15679 0.76836
C -0.37812 5.76575 0.81885
C 0.69962 5.15605 0.18964
C 0.53579 3.94180 -0.46175
H -0.19993 1.90677 -2.06112
H -1.89945 1.83954 -1.53442
H -2.76727 3.49054 0.03582
H -2.47845 5.62853 1.23925
H -0.24989 6.71144 1.32993
H 1.67322 5.63073 0.20267
H 1.39228 3.46584 -0.93050
*
```

The following is a quantum chemistry calculation of a 2-piece molecular cluster, C4H13N2O overall, from OMol25.

Energy relative to the best compared isomer or geometry (same formula, charge and spin): 3.541 eV

```
! RIJCOSX wB97M-V def2-TZVPD def2/J DEFGRID3
* xyz 1 1
C 0.26252 1.12526 -0.17171
C 0.54110 -0.04655 -1.16398
C -0.70924 -1.00831 -1.30116
C -1.14562 -1.21600 -2.53650
N -1.29014 -1.53772 -0.09834
N -0.28078 0.68868 1.25739
H -0.41274 1.92504 -0.39583
H 1.16796 1.80269 0.01073
H 1.37072 -0.67996 -0.79657
H 0.74966 0.37154 -2.25544
H -2.04525 -1.78985 -2.54966
H -0.36773 -1.62387 -3.31242
H -2.34118 -1.42233 -0.24088
H -0.99038 -2.42974 0.24084
H -0.96201 1.49701 1.60431
H 0.58862 0.66778 1.85598
H -0.71185 -0.28737 1.14731
H 2.54830 1.86204 2.39943
H 2.16363 0.70830 3.46381
O 1.86440 1.39337 2.84270
*
```

The following is a quantum chemistry calculation of one molecule with the formula C10H19N3O4, from OMol25.

Energy relative to the best compared isomer or geometry (same formula, charge and spin): 6.823 eV
SMILES string: CC[C@H](C)[C@H](NC(=O)[C@@H](N)CC(N)=O)C(=O)O

```
! RIJCOSX wB97M-V def2-TZVPD def2/J DEFGRID3
* xyz 0 1
C -0.25992 -0.20393 -2.14468
C -1.28086 0.11703 -1.04855
C -0.93349 -0.22459 -3.57547
C -2.06214 -1.12459 -3.71037
C 0.23151 -0.43660 0.86097
C -0.10181 -1.02867 2.22621
C 1.02793 0.86573 1.11148
C 0.35696 1.83599 2.19719
C 2.44728 0.74694 1.65198
C 2.85842 0.52050 3.10961
H -0.47020 -2.19667 -1.74850
H 1.14076 -1.74001 -2.37235
H 0.55128 0.59928 -2.12342
H -1.03004 0.88805 -3.77256
H -0.32275 -0.70368 -4.50566
H -3.57141 0.51177 -3.18795
H -4.15936 -1.03235 -3.92337
H -1.80492 -0.04911 0.89734
H 0.90876 -1.19698 0.35499
H 1.23190 1.24257 0.18594
H -0.67945 2.48993 2.24038
H 0.25522 1.18154 3.17804
H 1.05105 2.59885 2.42921
H 2.78686 1.89189 1.54061
H 2.98473 0.00112 0.90914
H 2.38299 -0.39775 3.56401
H 4.00317 0.76047 3.22497
H 2.24334 1.53992 3.45710
H -0.68546 -1.01663 3.76081
N 0.37731 -1.41997 -1.78583
N -3.32439 -0.56752 -3.39431
N -0.97337 -0.15928 0.22342
O -2.41143 0.58682 -1.27972
O -2.08895 -2.36645 -4.08181
O 0.63380 -1.75254 2.77351
O -1.31332 -0.76107 2.75765
*
```